Computed, not measured: 7 unconnected molecules or ions with the total composition C41H50F6I2O25S2 in a non-equilibrium geometry, with ωB97M-V with the def2-TZVPD basis set.

Values from the calculation:
HOMO: -9.03 eV
ΔE to the lowest compared entry with this formula, charge and spin: 0.0 kcal/mol
maximum force: 1.03 eV/Å
HOMO-LUMO gap: 8.9 eV
structure (SMILES): C[C@H](I)C[C@](CC=O)(O[C@H](C)[C@H](OCI)SCC(=O)OC[C@@H](C)OC(=O)CS)c1ccccc1.O=C1OC[C@@H](F)O1.O=C1OC[C@@H](F)O1.O=C1OC[C@@H](F)O1.O=C1OC[C@@H](F)O1.O=C1OC[C@@H](F)O1.O=C1OC[C@@H](F)O1

ORCA input file:
```
! wB97M-V def2-TZVPD RIJCOSX def2/J DEFGRID3
* xyz 0 1
C -4.142 -4.029 -3.195
C -3.428 -2.944 -2.362
I -4.843 -2.112 -0.969
C -2.782 -1.839 -3.225
C -1.247 -1.823 -3.158
C -0.726 -3.177 -3.695
C -0.885 -3.334 -5.192
O -1.939 -3.472 -5.755
O -0.760 -1.766 -1.819
C -0.971 -0.514 -1.132
C 0.365 0.231 -1.107
C -1.519 -0.912 0.258
O -2.517 -0.046 0.758
C -2.307 1.327 0.580
I -3.523 2.377 1.972
S -0.232 -1.321 1.511
C -0.176 0.167 2.552
C 0.605 -0.051 3.822
O 1.201 0.836 4.373
O 0.585 -1.317 4.271
C 0.557 -1.494 5.688
C 1.928 -1.896 6.257
C 1.702 -2.807 7.452
O 2.664 -2.606 5.247
C 3.860 -2.074 4.927
O 4.558 -1.492 5.716
C 4.309 -2.349 3.514
S 3.211 -1.737 2.211
C -0.638 -0.708 -4.022
C 0.725 -0.740 -4.326
C 1.306 0.276 -5.063
C 0.531 1.343 -5.492
C -0.827 1.383 -5.217
C -1.405 0.357 -4.478
H -3.913 -5.027 -2.818
H -5.222 -3.902 -3.195
H -3.813 -3.990 -4.233
H -2.673 -3.441 -1.757
H -3.172 -0.880 -2.883
H -3.121 -1.951 -4.252
H 0.335 -3.276 -3.463
H -1.230 -4.016 -3.212
H 0.048 -3.349 -5.785
H -1.710 0.082 -1.668
H 0.443 0.885 -1.978
H 0.488 0.850 -0.219
H 1.177 -0.489 -1.156
H -2.016 -1.869 0.114
H -2.632 1.674 -0.401
H -1.282 1.649 0.735
H 0.301 0.989 2.021
H -1.192 0.471 2.814
H -0.178 -2.279 5.871
H 0.229 -0.585 6.191
H 2.441 -0.985 6.552
H 2.628 -2.977 7.990
H 1.285 -3.729 7.047
H 0.931 -2.356 8.076
H 5.281 -1.891 3.367
H 4.425 -3.429 3.411
H 2.519 -2.853 1.972
H 1.333 -1.560 -3.970
H 2.365 0.250 -5.280
H 0.989 2.153 -6.045
H -1.432 2.214 -5.553
H -2.462 0.432 -4.263
O 2.912 1.923 -2.889
C 3.507 1.087 -2.302
O 4.493 1.312 -1.402
C 4.861 0.060 -0.810
C 4.416 -0.925 -1.870
F 3.995 -2.102 -1.352
O 3.316 -0.256 -2.455
H 4.306 -0.089 0.117
H 5.928 0.032 -0.609
H 5.163 -1.129 -2.641
O -0.903 3.957 -7.413
C -0.598 3.229 -8.298
O 0.182 3.570 -9.346
C 0.444 2.389 -10.112
C -0.718 1.500 -9.720
F -0.380 0.192 -9.705
O -0.991 1.932 -8.398
H 1.392 1.952 -9.798
H 0.479 2.621 -11.172
H -1.615 1.627 -10.329
O -2.424 -6.791 6.925
C -1.449 -6.774 6.260
O -0.708 -5.669 5.988
C 0.466 -6.075 5.283
C 0.034 -7.400 4.691
F 1.059 -8.281 4.600
O -0.902 -7.863 5.644
H 1.289 -6.204 5.988
H 0.743 -5.334 4.537
H -0.453 -7.325 3.718
O -4.046 5.459 3.780
C -2.917 5.804 3.723
O -2.046 5.784 4.760
C -0.751 6.135 4.267
C -1.094 6.898 3.004
F -0.164 6.733 2.034
O -2.304 6.288 2.605
H -0.190 5.229 4.033
H -0.208 6.725 5.000
H -1.262 7.967 3.149
O 4.603 1.828 12.100
C 4.369 1.321 11.060
O 5.139 1.421 9.950
C 4.603 0.554 8.945
C 3.165 0.415 9.397
F 2.655 -0.808 9.098
O 3.268 0.553 10.797
H 5.117 -0.407 8.976
H 4.712 0.993 7.957
H 2.491 1.181 9.008
O -6.971 4.215 -6.642
C -5.977 4.809 -6.877
O -4.802 4.657 -6.222
C -3.805 5.435 -6.893
C -4.649 6.465 -7.612
F -4.107 6.841 -8.796
O -5.849 5.758 -7.851
H -3.262 4.805 -7.596
H -3.105 5.861 -6.180
H -4.871 7.361 -7.029
*
```


Computed, not measured: a molecular structure, C5H6N2 in a non-equilibrium geometry, with ωB97M-V with the def2-TZVPD basis set.

Values from the calculation:
HOMO: -8.84 eV
ΔE to the lowest compared entry with this formula, charge and spin: 108.1 kcal/mol
maximum force: 1.65 eV/Å
HOMO-LUMO gap: 8.6 eV

ORCA input file:
```
! wB97M-V def2-TZVPD RIJCOSX def2/J DEFGRID3
* xyz 0 1
C -0.414 1.605 -0.587
C 1.080 1.199 -0.645
C 0.543 -0.069 -0.006
N 1.061 -1.245 0.402
C 0.018 -1.992 0.779
C -1.312 -1.797 0.612
N -0.715 0.262 0.065
H -0.902 1.754 -1.552
H -0.631 2.452 0.076
H 1.507 1.093 -1.649
H 1.765 1.787 -0.020
H 0.068 -3.025 1.142
H -2.066 -2.023 1.383
*
```


Computed, not measured: C18H35NO in the gas phase, with ωB97M-V with the def2-TZVPD basis set.

Values from the calculation:
HOMO: -9.19 eV
ΔE to the lowest compared entry with this formula, charge and spin: 14.7 kcal/mol
maximum force: 0.54 eV/Å
HOMO-LUMO gap: 10.0 eV
structure (SMILES): CCCCCCCC/C=C\CCCCCCCC(N)=O

ORCA input file:
```
! wB97M-V def2-TZVPD RIJCOSX def2/J DEFGRID3
* xyz 0 1
C 4.503 -4.697 5.509
C 3.117 -4.684 4.875
C 2.815 -3.350 4.196
C 1.431 -3.340 3.552
C 1.044 -1.983 2.961
C 1.887 -1.586 1.751
C 1.394 -0.287 1.119
C 2.248 0.122 -0.086
C 1.745 1.395 -0.690
C 1.192 1.544 -1.884
C 0.957 0.460 -2.895
C -0.338 -0.318 -2.617
C -1.579 0.571 -2.541
C -1.906 1.257 -3.866
C -3.256 1.973 -3.857
C -3.278 3.196 -2.942
C -4.614 3.941 -3.034
C -4.597 5.160 -2.131
N -4.808 4.877 -0.822
O -4.395 6.286 -2.520
H 5.269 -4.528 4.754
H 4.586 -3.914 6.260
H 4.698 -5.654 5.987
H 2.365 -4.876 5.644
H 3.048 -5.487 4.138
H 2.874 -2.548 4.936
H 3.577 -3.160 3.438
H 0.692 -3.613 4.309
H 1.392 -4.099 2.767
H -0.006 -2.022 2.658
H 1.135 -1.215 3.733
H 1.848 -2.386 1.007
H 2.928 -1.461 2.051
H 1.418 0.511 1.865
H 0.356 -0.406 0.799
H 3.279 0.269 0.249
H 2.242 -0.685 -0.819
H 1.844 2.261 -0.048
H 0.855 2.530 -2.178
H 0.908 0.900 -3.891
H 1.790 -0.247 -2.890
H -0.475 -1.067 -3.400
H -0.230 -0.844 -1.666
H -1.427 1.317 -1.760
H -2.431 -0.051 -2.248
H -1.127 1.981 -4.110
H -1.918 0.501 -4.656
H -4.036 1.273 -3.546
H -3.489 2.294 -4.875
H -2.474 3.878 -3.228
H -3.103 2.888 -1.910
H -5.432 3.276 -2.749
H -4.774 4.278 -4.058
H -4.967 3.942 -0.494
H -4.778 5.627 -0.151
*
```


Computed, not measured: C3H3NO2 in the gas phase in a non-equilibrium geometry, with ωB97M-V with the def2-TZVPD basis set.

Values from the calculation:
HOMO: -9.09 eV
ΔE to the lowest compared entry with this formula, charge and spin: 67.1 kcal/mol
maximum force: 5.78 eV/Å
HOMO-LUMO gap: 9.9 eV
structure (SMILES): Oc1cocn1

ORCA input file:
```
! wB97M-V def2-TZVPD RIJCOSX def2/J DEFGRID3
* xyz 0 1
O -1.762 0.516 -0.883
C -0.633 0.094 -0.325
C -0.143 -1.170 -0.403
O 1.071 -0.981 0.483
C 1.292 0.344 0.646
N 0.213 1.127 0.173
H -1.841 1.508 -0.461
H -0.263 -2.240 -0.672
H 2.065 0.802 1.440
*
```


Computed, not measured: C5H3NO in the gas phase in a non-equilibrium geometry, with ωB97M-V with the def2-TZVPD basis set.

Values from the calculation:
HOMO: -9.62 eV
ΔE to the lowest compared entry with this formula, charge and spin: 12.2 kcal/mol
maximum force: 2.46 eV/Å
HOMO-LUMO gap: 10.4 eV
structure (SMILES): N#Cc1ccoc1

ORCA input file:
```
! wB97M-V def2-TZVPD RIJCOSX def2/J DEFGRID3
* xyz 0 1
N -0.916 -0.533 2.935
C -0.423 -0.505 1.883
C -0.029 -0.262 0.541
C -0.803 0.590 -0.359
C -0.071 0.669 -1.497
O 1.210 -0.097 -1.288
C 1.125 -0.636 -0.061
H -1.760 1.028 -0.036
H -0.169 1.082 -2.510
H 1.836 -1.337 0.393
*
```


Computed, not measured: 2 unconnected molecules or ions with the total composition C7H8N2O in a non-equilibrium geometry, with ωB97M-V with the def2-TZVPD basis set.

Values from the calculation:
HOMO (spin up / spin down): -9.12 / -9.12 eV
ΔE to the lowest compared entry with this formula, charge and spin: 100.8 kcal/mol
maximum force: 4.85 eV/Å
HOMO-LUMO gap (spin up / spin down): 8.3 / 8.3 eV
structure (SMILES): O=Nc1ccccc1.C=N

ORCA input file:
```
! wB97M-V def2-TZVPD RIJCOSX def2/J DEFGRID3
* xyz 0 1
O -2.298 -0.065 0.745
N -1.280 0.431 1.236
C -0.033 -0.093 0.863
C 0.057 -1.370 0.306
C 1.316 -1.932 0.126
C 2.431 -1.221 0.403
C 2.325 0.053 0.879
C 1.099 0.642 1.142
H -0.969 -1.768 0.232
H 1.494 -2.994 -0.341
H 3.404 -1.719 0.130
H 3.158 0.663 1.037
H 1.214 1.428 1.824
C -2.504 1.902 -1.725
N -1.555 1.133 -1.673
H -3.648 1.789 -1.753
H -2.422 2.981 -1.810
H -1.790 0.140 -1.620
*
```


> The lowest ΔE to the lowest compared entry with this formula, charge and spin belongs to which entry?

C41H50F6I2O25S2


> What is the formula in the second record?

C5H6N2